DFT (ωB97M-V/def2-TZVPD) results for C26H45CeN7OPS2 as an isolated structure.

Computed properties:
- M (g/mol) = 706.92
- LUMO (spin up / spin down) (eV) = -5.732 / -5.716
- gap between HOMO and LUMO (spin up / spin down) (eV) = 7.401 / 7.418
- spin multiplicity = 2
- total charge = +2

```
83
Properties=species:S:1:pos:R:3:forces:R:3:lowdin_charge:R:1
Ce 0.377 0.470 -0.002 -0.16 1.04 0.21 1.02
S -3.379 0.046 0.264 -0.08 -0.01 0.06 0.86
S -1.336 1.228 -2.992 -0.02 -0.14 0.13 1.00
P -0.375 -1.652 2.052 -0.24 -0.73 0.43 0.86
O -1.141 0.976 -1.421 -0.10 0.11 -0.69 -0.90
N 1.182 -0.740 -2.141 -0.18 0.17 -0.30 -0.05
N -0.794 -0.266 -5.042 -0.15 0.06 -0.21 0.00
N -1.059 2.397 1.246 0.11 0.14 0.13 -0.03
N 0.601 -0.796 -3.383 -0.23 -0.17 0.08 0.03
N 2.628 -0.631 0.222 0.30 -0.02 0.13 -0.04
N 1.663 2.092 -1.724 0.04 0.07 0.09 -0.02
N 1.840 2.623 1.115 -0.03 -0.10 0.04 -0.11
C -5.710 1.368 -0.104 0.06 -0.05 0.01 -0.23
C 0.707 -4.320 4.989 0.01 0.03 -0.05 -0.05
C -1.436 1.792 -6.327 0.03 0.01 0.03 -0.08
C -1.343 -0.686 3.272 0.00 -0.12 0.04 -0.26
C 2.583 3.413 0.103 0.00 -0.08 0.04 -0.17
C 0.997 3.448 2.012 0.05 -0.08 -0.04 -0.18
C 4.485 -1.336 1.554 0.10 0.02 0.08 -0.03
C -4.328 1.245 -0.755 0.06 0.01 0.07 -0.42
C 1.890 3.466 -1.242 -0.07 -0.14 -0.02 -0.20
C 3.111 -1.307 -0.831 -0.12 0.04 -0.24 -0.21
C 1.955 -4.758 4.562 -0.06 0.00 0.05 -0.06
C 0.561 -2.832 3.090 0.02 0.06 0.00 -0.37
C 4.288 -2.029 -0.726 0.26 -0.19 0.00 0.02
C -0.426 -0.073 -3.766 0.30 0.16 0.07 -0.57
C 0.010 -3.369 4.256 0.08 0.04 0.07 -0.08
C -1.847 0.424 -5.797 0.13 -0.06 0.07 -0.25
C 3.300 -0.655 1.376 -0.11 0.14 -0.01 -0.15
C 2.499 -4.253 3.392 0.00 0.04 -0.06 -0.07
C 4.983 -2.043 0.475 0.07 -0.08 -0.08 0.00
C 1.803 -3.296 2.663 -0.04 -0.09 -0.07 -0.11
C 3.077 -1.768 -3.339 0.06 -0.12 0.06 -0.01
C -5.546 1.090 1.387 0.01 0.00 0.01 -0.25
C -0.376 3.695 1.430 -0.05 -0.14 -0.08 -0.20
C 2.370 -1.249 -2.124 0.29 -0.13 0.08 -0.25
C -4.723 -0.189 1.475 -0.05 0.04 -0.07 -0.43
C -1.591 -2.807 1.309 0.04 -0.01 0.02 -0.24
H 2.572 -1.451 -4.239 -0.02 0.02 -0.05 0.07
H -2.292 -2.316 0.637 0.02 0.04 0.02 -0.01
H 0.882 2.906 2.953 0.02 -0.02 0.05 0.13
H 0.270 -4.725 5.893 0.01 0.01 -0.03 0.12
H -6.141 2.350 -0.298 0.00 0.00 0.00 0.12
H 3.098 -2.863 -3.334 -0.01 0.07 0.00 0.11
H -2.221 2.189 -6.972 0.04 -0.02 0.05 0.09
H -2.732 0.499 -5.166 -0.06 0.00 0.04 0.10
H -1.026 -3.549 0.743 -0.02 -0.02 0.00 0.06
H 4.110 -1.416 -3.357 -0.04 -0.02 0.00 0.09
H -6.506 0.985 1.894 0.02 -0.01 -0.03 0.12
H 3.557 2.939 -0.036 0.03 -0.02 0.02 0.13
H 4.662 -2.579 -1.576 0.02 -0.01 0.06 0.12
H 2.502 4.049 -1.929 0.05 0.07 -0.07 0.13
H -1.272 2.510 -5.520 0.00 -0.06 -0.06 0.05
H -4.301 -0.375 2.463 0.00 0.05 -0.03 0.07
H -5.004 1.912 1.864 -0.01 -0.01 0.02 0.11
H -6.381 0.624 -0.536 -0.01 0.00 -0.01 0.12
H 1.103 2.106 -2.574 -0.05 0.00 -0.01 0.06
H 3.461 -4.609 3.041 -0.06 0.02 0.01 0.11
H 2.543 2.190 1.702 0.04 0.00 0.04 0.10
H -0.303 4.190 0.465 -0.01 0.03 -0.06 0.11
H -1.846 2.478 0.611 -0.06 -0.01 -0.06 0.06
H 1.485 4.396 2.244 0.04 0.07 0.02 0.13
H 2.552 1.679 -1.988 0.08 -0.04 -0.04 0.10
H -1.940 0.069 2.762 -0.01 -0.01 -0.04 -0.01
H 4.986 -1.323 2.513 -0.02 0.00 -0.05 0.13
H 0.926 3.965 -1.174 -0.06 0.01 0.00 0.11
H -0.965 -3.058 4.610 0.03 0.02 -0.03 0.10
H -3.796 2.198 -0.772 -0.01 -0.01 0.04 0.07
H -5.317 -1.055 1.182 0.00 -0.01 0.04 0.09
H 2.852 -0.118 2.208 -0.01 0.00 0.00 0.12
H 2.495 -5.502 5.135 -0.03 0.03 -0.02 0.12
H -0.932 4.363 2.085 -0.07 0.07 0.07 0.13
H -2.021 -1.319 3.843 -0.01 0.00 0.03 0.05
H -0.519 1.720 -6.915 -0.05 0.00 0.01 0.08
H 2.217 -2.939 1.729 0.01 0.02 -0.02 0.08
H -0.652 -0.203 3.965 -0.03 0.04 0.02 0.06
H -2.137 -3.323 2.100 -0.02 -0.01 0.00 0.06
H -4.382 0.873 -1.775 0.01 0.00 -0.02 0.07
H -1.471 2.122 2.131 -0.03 -0.09 0.04 0.08
H 2.769 4.425 0.466 0.03 0.06 0.02 0.13
H -2.106 -0.235 -6.622 0.00 -0.03 -0.02 0.12
H -0.184 -0.895 -5.543 -0.02 0.00 -0.03 0.15
H 5.904 -2.605 0.563 -0.03 0.02 -0.02 0.13
```
Forces are in eV/Å.

***

DFT (ωB97M-V/def2-TZVPD) results for C26H45CrFGeN2Si2 as an isolated structure.

Computed properties:
- M (g/mol) = 585.44
- LUMO (spin up / spin down) (eV) = -0.518 / -2.054
- gap between HOMO and LUMO (spin up / spin down) (eV) = 6.553 / 5.798
- spin multiplicity = 5
- total charge = 0

```
78
Properties=species:S:1:pos:R:3:forces:R:3:lowdin_charge:R:1
Ge 2.226 -0.723 -0.191 1.99 -0.80 -0.06 0.81
Cr -0.116 -0.078 0.228 -1.37 0.58 0.72 0.60
Si 0.102 2.712 -1.406 0.05 0.23 -1.72 0.49
Si -0.465 -1.106 3.342 -0.04 -1.31 0.38 0.50
F -6.200 -0.175 -0.164 0.24 0.03 0.05 0.05
N 0.057 1.908 0.142 0.19 0.08 0.84 -0.12
N -0.269 0.178 2.185 0.52 0.98 -0.10 -0.12
C -2.694 -1.040 -0.204 0.31 -0.02 0.00 -0.13
C 4.824 0.776 0.345 -0.09 -0.27 0.14 -0.31
C 0.157 4.211 3.020 0.08 0.24 -0.92 -0.07
C 0.197 3.770 1.716 -0.05 0.71 0.51 -0.02
C 2.792 -4.574 -1.018 -0.24 0.10 -0.01 -0.28
C -2.105 0.123 0.286 -0.35 -0.34 -0.34 -0.25
C 1.684 2.194 -2.346 -0.71 0.08 0.54 -0.17
C 1.167 -1.415 4.300 -0.72 0.35 -0.37 -0.15
C -0.121 1.484 2.485 0.01 -0.85 -0.27 -0.28
C -0.777 -2.594 2.185 0.00 0.70 0.50 -0.15
C -4.066 -1.165 -0.344 -0.41 0.04 -0.03 -0.01
C 3.355 0.670 0.731 -0.39 0.12 -0.06 -0.38
C -0.109 1.966 3.798 -0.05 0.67 0.68 -0.03
C -1.947 -0.878 4.536 0.72 0.08 -0.58 -0.15
C 7.166 -0.074 0.676 -0.16 -0.13 0.12 -0.12
C 2.890 -2.526 0.490 -0.35 0.48 0.06 -0.37
C 5.691 -0.301 0.986 0.19 0.18 -0.23 -0.28
C 2.082 -3.750 0.056 0.10 -0.11 -0.13 -0.32
C 0.045 2.413 1.396 0.16 -0.41 -0.75 -0.29
C -4.856 -0.080 -0.012 0.03 -0.22 -0.13 -0.27
C -4.312 1.097 0.462 -0.09 0.01 0.08 0.00
C -1.411 1.996 -2.340 0.74 0.28 0.41 -0.15
C 0.040 4.625 -1.484 -0.05 -0.76 0.38 -0.18
C 2.889 -3.852 -2.352 0.06 -0.11 0.15 -0.12
C 0.006 3.309 4.069 -0.09 -0.97 0.38 -0.07
C -2.939 1.176 0.628 -0.03 0.03 0.07 -0.10
H -0.021 4.934 -2.525 -0.02 -0.13 -0.20 0.03
H -1.424 0.907 -2.257 -0.05 -0.03 -0.06 0.02
H 0.343 4.478 0.923 0.02 0.15 -0.11 0.07
H 3.376 -4.485 -3.089 0.05 0.01 -0.17 0.07
H 0.255 5.263 3.229 0.04 0.17 0.00 0.11
H -1.808 -0.060 5.236 0.05 0.10 0.10 0.02
H 2.255 -5.515 -1.146 0.05 -0.10 -0.05 0.10
H 3.801 -4.813 -0.673 0.00 -0.11 0.09 0.10
H 1.257 -2.459 4.587 -0.07 -0.18 0.03 0.03
H -1.833 -2.753 2.000 -0.25 0.06 -0.07 0.03
H -2.068 -1.890 -0.494 -0.10 0.00 0.01 0.10
H 1.898 -3.592 -2.718 -0.15 0.05 -0.11 0.07
H 2.888 -2.466 1.580 0.09 0.10 0.06 0.04
H -0.822 5.040 -0.968 -0.14 0.07 0.08 0.03
H 5.541 -0.291 2.070 -0.07 -0.07 0.00 0.11
H 2.588 2.503 -1.830 0.17 0.06 0.18 0.03
H -0.196 1.254 4.602 -0.02 -0.03 0.18 0.08
H 7.329 -0.070 -0.400 0.08 0.00 -0.10 0.07
H -2.346 2.365 -1.930 -0.15 0.01 0.15 0.03
H 3.455 -2.929 -2.251 0.08 0.10 -0.06 0.04
H 0.939 5.074 -1.070 0.13 0.05 0.06 0.03
H 4.918 0.710 -0.743 0.09 0.09 -0.04 0.10
H 1.910 -4.404 0.914 -0.15 0.02 0.03 0.10
H -0.288 -2.429 1.220 0.14 -0.16 -0.07 -0.02
H -2.508 2.084 1.026 -0.05 0.18 0.03 0.10
H -1.388 2.253 -3.394 0.12 0.07 -0.24 0.03
H 2.866 1.620 0.504 -0.09 0.05 0.03 0.03
H 7.491 0.887 1.072 0.09 0.08 0.01 0.07
H -2.099 -1.781 5.117 0.04 -0.27 0.09 0.03
H 2.906 -0.679 -1.599 -0.19 0.00 -0.06 -0.06
H 1.708 2.636 -3.336 -0.13 0.17 -0.21 0.03
H 2.031 -1.160 3.692 0.09 0.02 -0.20 0.02
H 5.386 -1.280 0.615 -0.01 -0.02 0.10 0.08
H 3.925 -2.671 0.184 0.09 0.12 0.03 0.04
H 7.783 -0.853 1.118 0.13 -0.03 0.00 0.06
H -2.860 -0.684 3.983 -0.16 0.04 -0.20 0.03
H -0.014 3.650 5.093 0.04 0.06 0.08 0.11
H 1.099 -3.445 -0.330 -0.02 -0.17 0.04 0.07
H -4.524 -2.075 -0.699 -0.06 -0.07 -0.08 0.12
H -4.961 1.926 0.696 -0.08 0.08 0.06 0.12
H 1.222 -0.816 5.202 0.00 0.13 0.22 0.02
H 3.269 0.547 1.814 -0.06 -0.04 0.11 0.05
H 1.731 1.116 -2.468 0.02 -0.14 -0.01 -0.02
H -0.377 -3.511 2.599 0.22 -0.23 0.05 0.04
H 5.214 1.752 0.653 0.02 0.04 -0.06 0.11
```
Forces are in eV/Å.

***

It is found that the energy relative to the best compared isomer or geometry (same formula, charge and spin) values, taken in the order of the records, are 19.8, 33.4 kcal/mol.